No. 1
C24H17Co2N2O6 | ωB97M-V/def2-TZVPD

Its net charge is -1. The HOMO energy is -2.78 eV. The value obtained for the maximum force is 4.8 eV/Å. Its total energy is -115680.5860 eV. Its spin multiplicity is 1. Its frontier orbital gap is 0.20012 Ha. The energy above the lowest of the compared OMol25 structures with the same formula, charge and spin is 42.4 kcal per mole.

Structure (XYZ):
```
51
Properties=species:S:1:pos:R:3:forces:R:3
C -5.019 -2.511 0.493 -0.3 0.1 0.0
C -3.589 -2.992 0.470 0.3 0.0 0.1
C -2.550 -2.046 0.531 -0.1 -0.4 0.1
C -1.219 -2.496 0.485 0.5 -1.2 0.0
C -1.016 -3.898 0.407 -0.2 0.1 0.0
C -2.022 -4.845 0.368 -0.3 -0.1 0.0
C -3.337 -4.380 0.392 0.3 0.2 0.0
N 0.349 -4.075 0.343 -0.2 -1.0 0.0
C 0.936 -2.856 0.360 -1.7 0.4 0.2
C 2.402 -2.843 0.238 0.6 0.5 0.0
N 0.040 -1.881 0.479 0.5 -1.9 -0.7
H -5.718 -3.362 0.515 0.2 0.3 0.0
H -5.212 -1.883 1.378 0.0 -0.2 -0.3
H -5.255 -1.905 -0.398 0.1 -0.2 0.3
H -2.800 -0.991 0.608 0.1 -0.4 0.0
H -1.744 -5.897 0.323 -0.3 0.1 0.0
H -4.188 -5.074 0.355 0.5 0.3 0.0
H 0.856 -4.953 0.281 -0.4 0.4 0.0
H 2.730 -1.838 -0.017 0.0 -0.4 0.1
H 2.877 -3.149 1.179 -0.1 0.1 -0.2
H 2.721 -3.530 -0.558 -0.1 0.1 0.2
O 0.139 2.404 3.071 -0.1 -0.8 -0.7
C 0.319 1.688 2.179 0.4 1.3 0.7
Co 0.639 0.637 0.840 0.9 0.0 -0.1
C 1.793 -0.343 1.835 0.1 -0.4 1.5
O 2.579 -0.782 2.560 -0.5 0.5 -0.8
C -0.960 0.603 0.087 -2.9 -0.6 -0.7
O -2.010 0.755 -0.393 1.4 0.3 0.5
C 1.219 1.963 -0.411 0.1 2.3 2.2
C 0.421 3.169 -0.663 0.3 0.2 -0.4
C -0.759 3.165 -1.449 0.5 0.2 0.1
C -1.564 4.300 -1.516 0.2 -0.2 0.0
C -1.194 5.462 -0.833 0.1 0.0 0.0
C 0.011 5.497 -0.121 0.0 -0.3 -0.1
C 0.821 4.362 -0.039 -0.5 0.3 -0.1
C 2.521 1.781 0.121 -0.3 3.7 2.2
C 3.377 2.132 1.098 0.8 0.3 -0.9
Co 2.246 0.739 -1.253 0.9 -3.7 -2.9
C 0.996 -0.185 -2.103 -1.4 -1.2 -1.2
O 0.202 -0.740 -2.740 1.1 0.9 1.1
C 3.735 -0.080 -0.840 1.9 -2.7 0.7
O 4.765 -0.585 -0.634 -1.6 1.4 -0.2
C 3.249 1.403 -2.528 0.6 2.1 -2.2
O 3.982 1.818 -3.328 -1.0 -0.9 1.3
H -1.033 2.269 -2.014 0.1 0.4 0.3
H -2.479 4.251 -2.116 0.3 0.2 0.3
H -1.843 6.337 -0.862 0.2 -0.1 0.0
H 0.345 6.401 0.382 -0.2 0.0 -0.1
H 1.759 4.388 0.526 -0.4 -0.1 -0.2
H 4.416 1.760 1.042 -0.6 0.2 0.5
H 3.066 2.838 1.869 0.3 -0.1 -0.1
```
Positions in Å, forces in eV/Å.

Here are the Mulliken charges for atoms 1 to 4, given in e:
1 C -1.369
2 C 0.765
3 C -0.906
4 C 0.103

=====

No. 2
C24H17F3NO3PRhS2 | ωB97M-V/def2-TZVPD

Its net charge is +1. The HOMO energy (alpha / beta) is -11.96 / -11.96 eV. The value obtained for the maximum force is 3.9 eV/Å. Its total energy is -74910.8681 eV. Its spin multiplicity is 1. Its frontier orbital gap (alpha / beta) is 0.25409 / 0.25382 Ha. The energy above the lowest of the compared OMol25 structures with the same formula, charge and spin is 35.5 kcal per mole.

Structure (XYZ):
```
52
Properties=species:S:1:pos:R:3:forces:R:3
Rh -0.234 0.248 -0.280 1.1 -1.0 3.7
O 2.040 -2.748 -1.710 0.0 -0.1 0.1
S 0.947 -2.124 -1.054 -0.2 0.0 -1.0
O 0.074 -1.246 -1.912 0.3 -0.1 -0.3
O 1.262 -1.313 0.146 -0.1 0.2 -0.1
C -0.155 -3.345 -0.434 -0.2 -0.1 0.0
C 0.253 -4.662 -0.369 -0.1 0.0 -0.1
C -0.619 -5.613 0.150 0.0 0.0 0.0
C -1.884 -5.239 0.576 0.0 0.0 0.0
C -2.286 -3.910 0.512 0.0 0.0 0.0
C -1.417 -2.943 0.015 0.1 0.0 0.1
P -1.963 -1.214 -0.046 0.1 0.5 -0.5
C -2.986 -0.980 -1.498 0.0 0.1 -0.1
C -3.202 0.321 -1.961 0.0 -0.1 0.0
C -4.021 0.533 -3.057 0.0 0.0 0.0
C -4.609 -0.548 -3.700 0.0 0.0 0.0
C -4.373 -1.841 -3.257 0.0 0.0 0.0
C -3.560 -2.065 -2.156 0.0 0.0 0.0
C -2.952 -0.931 1.422 0.2 0.2 0.1
C -3.974 0.019 1.379 -0.1 -0.1 0.0
C -4.682 0.324 2.531 0.0 0.0 0.0
C -4.370 -0.309 3.727 0.0 0.0 0.0
C -3.347 -1.248 3.775 0.0 0.0 0.0
C -2.628 -1.549 2.631 -0.1 -0.1 0.0
H 1.234 -4.931 -0.737 0.0 0.0 0.0
H -0.310 -6.647 0.212 0.0 0.0 0.0
H -2.565 -5.982 0.969 0.0 0.0 0.0
H -3.278 -3.630 0.843 0.0 0.0 0.0
H -2.722 1.159 -1.469 0.0 0.0 0.0
H -4.197 1.539 -3.412 0.0 0.0 0.0
H -5.246 -0.382 -4.559 0.0 0.0 0.0
H -4.817 -2.682 -3.772 0.0 0.0 0.0
H -3.372 -3.076 -1.821 0.0 0.0 0.0
H -4.232 0.504 0.447 0.0 0.0 0.0
H -5.479 1.053 2.493 0.0 0.0 0.0
H -4.929 -0.074 4.623 0.0 0.0 0.0
H -3.111 -1.748 4.705 0.0 0.0 0.0
H -1.831 -2.279 2.676 -0.1 0.0 0.0
F 0.729 4.421 4.048 0.0 0.0 0.0
C -0.319 3.964 3.349 0.0 0.0 0.0
F -0.392 4.657 2.212 0.0 0.0 0.0
F -1.423 4.226 4.067 0.0 0.0 0.0
C -0.184 2.479 3.121 0.1 -0.1 0.2
C -0.031 1.664 4.233 0.0 0.0 0.0
C 0.109 0.291 4.086 0.1 0.1 0.0
C 0.110 -0.238 2.814 0.3 -0.3 -0.2
N -0.046 0.549 1.753 -0.4 0.3 -0.9
C -0.211 1.869 1.874 -0.1 0.2 0.5
S -0.505 2.497 0.303 -0.9 0.2 -1.5
H -0.019 2.114 5.218 0.0 0.0 0.0
H 0.231 -0.355 4.942 0.0 0.0 0.0
H 0.279 -1.288 2.618 0.0 0.0 0.0
```
Positions in Å, forces in eV/Å.

Here are the Mulliken charges for atoms 1 to 4, given in e:
1 Rh -0.312
2 O -0.673
3 S 1.489
4 O -0.787

=====

No. 3
C24H17N6O2V | ωB97M-V/def2-TZVPD

Its net charge is +2. The HOMO energy (alpha / beta) is -13.14 / -13.15 eV. The value obtained for the maximum force is 0.5 eV/Å. Its total energy is -63874.6089 eV. Its spin multiplicity is 3. Its frontier orbital gap (alpha / beta) is 0.20026 / 0.21744 Ha. The energy above the lowest of the compared OMol25 structures with the same formula, charge and spin is 0.0 kcal per mole.

Structure (XYZ):
```
50
Properties=species:S:1:pos:R:3:forces:R:3
V -0.980 0.675 2.348 0.2 -0.3 0.3
O -4.755 1.646 2.206 -0.1 -0.2 0.0
C -3.655 1.411 2.591 0.1 0.0 0.1
N -2.824 0.310 2.280 0.3 0.1 -0.4
C -3.159 -0.949 1.731 0.0 0.2 0.2
O -4.172 -1.270 1.196 -0.1 0.0 0.0
C -2.000 -1.907 1.958 -0.1 0.2 0.1
C -2.113 -3.245 1.667 0.1 0.0 0.0
C -1.046 -4.079 1.989 0.0 0.0 0.0
C 0.090 -3.542 2.573 0.0 0.0 0.0
C 0.144 -2.180 2.808 0.0 0.0 0.0
N -0.885 -1.375 2.511 -0.1 0.0 -0.2
C -2.911 2.322 3.558 0.0 -0.2 0.0
C -3.564 3.335 4.217 0.0 0.1 0.0
C -2.854 4.077 5.156 -0.1 0.0 0.0
C -1.519 3.783 5.389 0.0 0.0 0.0
C -0.921 2.764 4.673 0.0 0.0 0.0
N -1.601 2.036 3.774 -0.1 0.1 -0.2
H -3.028 -3.612 1.222 0.0 0.0 0.0
H -1.110 -5.142 1.794 0.0 0.0 0.0
H 0.932 -4.162 2.846 0.0 0.0 0.0
H 1.019 -1.721 3.250 0.0 0.0 0.0
H -4.608 3.514 3.998 0.0 0.0 0.0
H -3.345 4.871 5.703 0.0 0.0 0.0
H -0.941 4.337 6.114 0.0 0.0 0.0
H 0.122 2.517 4.823 0.0 0.0 0.0
N 1.269 -0.239 -4.301 0.2 0.1 -0.1
C 2.268 -0.547 -5.192 -0.3 0.0 -0.2
C 2.253 -0.778 -6.574 0.0 0.0 0.2
C 3.467 -1.065 -7.141 0.2 0.0 0.0
C 4.670 -1.125 -6.385 -0.1 0.0 -0.1
C 4.679 -0.895 -5.038 -0.1 0.0 0.0
C 3.444 -0.599 -4.431 0.2 -0.1 0.3
N 3.165 -0.343 -3.115 0.0 0.2 -0.3
C 1.872 -0.103 -3.076 -0.1 -0.2 0.2
C 1.208 0.238 -1.845 0.1 -0.1 0.0
C -0.172 0.448 -1.717 0.1 0.1 0.0
C -0.689 0.777 -0.492 -0.3 0.0 -0.1
N 0.058 0.875 0.631 0.1 -0.1 0.0
C 1.401 0.664 0.510 -0.1 0.1 0.1
C 1.993 0.362 -0.678 0.0 0.0 0.0
H 0.298 -0.127 -4.535 0.0 0.1 0.0
H 1.346 -0.734 -7.162 0.0 0.0 0.0
H 3.519 -1.257 -8.205 0.0 0.0 0.0
H 5.591 -1.361 -6.900 0.0 0.0 0.0
H 5.586 -0.941 -4.451 0.0 0.0 0.0
H -0.845 0.381 -2.560 0.0 0.0 0.0
H -1.751 0.974 -0.387 0.0 0.0 0.0
H 1.992 0.763 1.413 0.0 0.0 0.0
H 3.061 0.216 -0.746 0.0 0.0 0.0
```
Positions in Å, forces in eV/Å.

Here are the Mulliken charges for atoms 1 to 4, given in e:
1 V 0.621
2 O -0.477
3 C -0.002
4 N 0.133

=====

No. 4
C24H18AsF5N3O8RuS3 | ωB97M-V/def2-TZVPD

Its net charge is -2. The HOMO energy (alpha / beta) is -1.61 / -1.89 eV. The value obtained for the maximum force is 1.4 eV/Å. Its total energy is -155545.5064 eV. Its spin multiplicity is 2. Its frontier orbital gap (alpha / beta) is 0.16365 / 0.17396 Ha. The energy above the lowest of the compared OMol25 structures with the same formula, charge and spin is 38.0 kcal per mole.

Structure (XYZ):
```
63
Properties=species:S:1:pos:R:3:forces:R:3
Ru 0.667 1.102 0.768 -1.1 0.8 -0.4
O -3.893 1.280 -4.868 0.1 0.2 -0.1
N -2.804 0.786 -5.103 -0.3 -0.6 0.1
O -2.521 0.304 -6.188 0.1 0.2 0.0
C -1.819 0.691 -4.017 0.0 0.2 -0.1
C -0.572 0.320 -4.393 0.0 0.0 0.0
C 0.490 0.239 -3.457 -0.1 0.0 0.0
C 1.780 -0.200 -3.824 0.1 0.0 0.0
C 2.738 -0.293 -2.863 0.0 0.0 -0.2
C 2.432 0.102 -1.548 -0.1 -0.1 0.1
N 1.253 0.588 -1.204 0.0 0.2 -0.1
C 0.260 0.595 -2.125 0.0 0.0 0.0
C -1.092 0.913 -1.709 0.0 0.0 0.0
N -1.286 1.086 -0.388 0.1 0.0 0.1
C -2.486 1.293 0.089 0.0 0.0 -0.1
C -3.596 1.381 -0.763 0.0 0.0 0.0
C -3.436 1.229 -2.112 0.0 0.0 0.0
C -2.150 0.968 -2.638 0.0 0.0 0.0
H -0.383 0.090 -5.431 0.0 0.0 0.0
H 1.974 -0.484 -4.852 0.0 0.0 0.0
H 3.726 -0.675 -3.075 0.0 0.0 0.0
H 3.166 0.040 -0.762 0.0 0.0 -0.1
H -2.552 1.365 1.169 0.0 0.0 0.0
H -4.578 1.564 -0.346 0.0 0.0 0.0
H -4.285 1.295 -2.769 0.0 0.0 0.0
O -0.475 -2.968 -1.185 -0.1 0.1 -0.3
As 0.640 -2.378 0.123 0.3 -0.3 0.0
O 2.103 -2.192 -0.599 0.0 0.0 0.0
O -0.263 -1.010 0.495 0.9 0.1 0.7
C 0.491 -4.046 1.146 0.0 0.0 0.1
C -0.262 -5.070 0.561 -0.1 0.0 0.0
C -0.366 -6.313 1.163 0.0 0.0 0.0
C 0.283 -6.559 2.366 0.0 0.0 0.0
C 1.033 -5.556 2.950 0.0 0.0 0.0
C 1.146 -4.307 2.345 0.0 -0.1 0.0
S 2.174 -3.104 3.183 -0.3 0.3 -0.3
O 1.693 -3.110 4.554 0.0 0.0 0.1
O 3.526 -3.602 3.023 0.1 -0.1 0.0
O 1.863 -1.889 2.437 0.0 0.1 0.0
H -0.947 -2.174 -1.459 0.0 0.0 0.1
H -0.776 -4.876 -0.367 0.0 0.0 0.0
H -0.961 -7.089 0.693 0.0 0.0 0.0
H 0.202 -7.528 2.845 0.0 0.0 0.0
H 1.544 -5.714 3.892 0.0 0.0 0.0
C -1.337 5.240 1.037 0.0 0.0 0.0
C -0.781 3.871 1.344 0.2 0.0 -0.3
S 0.438 3.289 0.219 0.0 -0.3 0.3
C -1.129 3.150 2.427 -0.1 -0.1 0.1
C -2.150 3.667 3.413 0.0 0.0 0.0
S -0.475 1.574 2.778 0.2 0.1 -0.3
H -0.848 5.656 0.156 0.0 0.0 0.0
H -1.182 5.942 1.863 0.0 0.0 0.0
H -2.413 5.210 0.833 0.0 0.0 0.0
H -2.071 4.747 3.558 0.0 0.0 0.0
H -2.017 3.176 4.377 0.0 0.0 0.0
H -3.171 3.455 3.074 0.0 0.0 0.0
F 2.685 1.575 2.889 0.0 -0.1 0.1
C 2.586 1.439 1.527 -0.1 -0.5 -0.1
F 3.393 0.350 1.211 0.0 -0.1 0.1
C 3.464 2.613 1.013 0.0 0.0 0.0
F 3.420 2.727 -0.334 0.0 0.0 0.0
F 3.137 3.799 1.539 -0.1 0.0 0.0
F 4.769 2.427 1.320 0.0 0.0 0.0
```
Positions in Å, forces in eV/Å.

Here are the Mulliken charges for atoms 1 to 4, given in e:
1 Ru 1.037
2 O -0.646
3 N 1.003
4 O -0.652